# 1
Computed, not measured: a structure of composition C21H39Cl2N2O6ReSSi, with the ωB97M-V functional and the def2-TZVPD basis.

energy relative to the best compared isomer or geometry (same formula, charge and spin)	22.89	kJ/mol
max |F|	0.5	eV/A
E	-3070.8470	Ha
net charge	+1
orbital gap (spin up / spin down)	8.786 / 8.062	eV
HOMO (spin up / spin down)	-11.393 / -12.426	eV
spin multiplicity	4

XYZ file:
```
73
Properties=species:S:1:pos:R:3:mulliken_spin:R:1
Re 0.7958 1.0467 -1.1483 2.53
O 0.3733 0.4938 2.8601 0.02
C 0.9226 0.5456 1.7949 -0.03
O 0.2221 0.5592 0.6526 0.26
C 2.4331 0.4873 1.6267 0.03
C 2.8011 -0.5596 0.5676 0.00
C 4.2726 -0.9309 0.6309 0.00
C 4.9564 0.3496 0.0879 -0.01
C 3.7651 1.2432 -0.2240 -0.01
O 2.7581 0.2531 -0.6682 -0.02
C 3.1088 1.7816 1.0496 0.04
C 2.1531 2.9312 0.7282 -0.03
O 2.0817 3.9079 1.4191 0.02
O 1.4552 2.7795 -0.3968 0.02
H 2.8437 0.2344 2.6010 0.01
H 2.1034 -1.3847 0.4651 -0.02
H 4.5720 -1.1836 1.6460 0.00
H 4.4739 -1.7880 -0.0091 0.00
H 5.6131 0.8242 0.8142 0.00
H 5.5342 0.1416 -0.8098 0.00
H 3.9089 1.9757 -1.0133 -0.01
H 3.8428 2.1729 1.7497 0.00
Cl -0.4367 0.6237 -5.0213 0.00
C 0.5014 2.0358 -4.6734 0.02
Cl 1.7065 1.8082 -3.3137 -0.01
H -0.1317 2.8571 -4.3599 0.00
H 1.1354 2.2865 -5.5155 0.00
C -2.7530 -2.3482 2.6950 0.00
C -1.7897 -2.2597 1.5161 0.00
C -2.4719 -2.4795 0.1674 0.00
C -3.2852 -1.2789 -0.3064 0.00
N -2.3934 -0.2253 -0.8180 0.00
C -2.3145 1.0669 -0.5788 0.03
S -1.3038 2.0632 -1.6457 0.00
N -2.8880 1.7333 0.3996 0.00
C -3.5754 1.2518 1.6045 0.00
C -3.6252 2.3631 2.6432 0.00
C -2.2910 2.6715 3.3310 0.00
C -1.3118 3.5090 2.5123 0.00
H -2.2330 -2.1829 3.6382 0.00
H -3.2230 -3.3323 2.7381 0.00
H -3.5559 -1.6104 2.6358 0.00
H -1.0109 -3.0154 1.6455 0.00
H -1.2806 -1.2926 1.5103 -0.01
H -3.1360 -3.3456 0.2221 0.00
H -1.7265 -2.7078 -0.5996 0.00
H -3.9029 -0.8862 0.4922 0.00
H -3.9498 -1.5567 -1.1262 0.00
H -1.7448 -0.5368 -1.5341 0.00
H -2.6776 2.7207 0.3916 0.00
H -3.0163 0.4020 1.9979 0.00
H -4.5868 0.9331 1.3447 0.00
H -4.3576 2.0566 3.3919 0.00
H -4.0342 3.2659 2.1740 0.00
H -1.8075 1.7335 3.6181 0.00
H -2.5139 3.2022 4.2582 0.00
H -0.9742 3.0022 1.6048 0.00
H -0.4103 3.7235 3.0846 0.00
H -1.7511 4.4675 2.2244 0.00
C 1.2543 -3.3346 -1.0485 0.00
Si 0.8629 -2.1586 -2.4539 -0.02
C -0.5047 -2.9125 -3.4735 0.01
C 2.3925 -1.8885 -3.4879 0.00
O 0.3384 -0.7040 -1.8445 0.15
H 1.0466 -4.3580 -1.3704 0.00
H 0.6411 -3.1478 -0.1628 0.00
H 2.3059 -3.2988 -0.7546 0.00
H -0.1396 -3.8271 -3.9476 0.00
H -0.8637 -2.2553 -4.2648 0.00
H -1.3587 -3.1943 -2.8536 0.00
H 2.8897 -2.8414 -3.6848 0.00
H 3.1088 -1.2430 -2.9734 0.00
H 2.1565 -1.4357 -4.4528 0.00
```

# 2
Computed, not measured: a cluster of 7 separate species, C21H39F4O24P3 in total, with the ωB97M-V functional and the def2-TZVPD basis.

energy relative to the best compared isomer or geometry (same formula, charge and spin)	0.00	kJ/mol
max |F|	5.8	eV/A
E	-4053.1025	Ha
orbital gap	10.856	eV
HOMO	-10.385	eV

XYZ file:
```
91
Properties=species:S:1:pos:R:3:lowdin_charge:R:1
O 5.0871 3.7489 -0.4409 0.17
C 3.9836 3.8767 -0.8491 -0.65
O 3.5390 3.4280 -1.9887 0.10
C 2.2055 3.9076 -2.1462 -0.04
C 1.9502 4.7475 -0.8670 -0.31
F 0.8028 4.3214 -0.3541 0.08
O 3.0002 4.2754 -0.0809 0.16
H 2.0991 4.5049 -3.0517 0.13
H 1.4420 3.1363 -2.2477 0.13
H 1.9507 5.8288 -1.0043 0.17
O -4.1877 -0.8596 0.3157 0.14
C -4.7498 0.1042 0.8030 -0.57
O -5.9964 0.1386 1.1533 0.12
C -6.2401 1.3729 1.7989 -0.05
C -5.1959 2.2589 1.2021 -0.40
F -4.8372 3.2055 2.0078 0.14
O -4.2051 1.3114 1.0325 0.15
H -7.2402 1.7605 1.6049 0.14
H -6.1908 1.1708 2.8689 0.15
H -5.6842 2.8182 0.4040 0.18
O 2.5638 -2.6610 2.5821 0.11
C 2.8338 -3.3521 1.5910 -0.58
O 2.8326 -4.6654 1.5286 0.12
C 3.3904 -5.0672 0.2817 -0.04
C 3.3613 -3.8019 -0.4321 -0.41
F 2.3225 -3.8410 -1.2571 0.11
O 3.1341 -2.8311 0.4499 0.19
H 4.3597 -5.5377 0.4465 0.15
H 2.8301 -5.8317 -0.2565 0.15
H 4.2666 -3.6071 -1.0071 0.17
O 1.0388 1.5486 -0.2841 0.12
C 0.4964 0.5853 0.2568 -0.57
O -0.4652 0.6946 1.0922 0.12
C -0.9553 -0.5403 1.4986 -0.05
C -0.3494 -1.5501 0.5306 -0.24
F -1.2146 -2.1089 -0.3472 0.08
O 0.5066 -0.6634 -0.2161 0.12
H -0.6725 -0.7421 2.5317 0.13
H -2.0339 -0.4222 1.3945 0.13
H 0.2198 -2.3344 1.0297 0.16
C 7.7094 -0.7396 -4.7450 -0.12
O 6.3010 -0.5205 -4.7297 -0.22
P 5.5420 -1.2446 -3.4680 0.48
O 5.6138 -2.7004 -3.3452 -0.23
O 6.1298 -0.5514 -2.1178 -0.25
C 6.3687 0.8084 -2.0644 -0.11
O 4.0293 -0.5812 -3.5070 -0.22
C 3.1915 -0.6647 -2.3516 -0.09
H 8.1576 -1.1979 -3.8634 0.09
H 8.2092 0.2250 -4.8332 0.09
H 7.9843 -1.3838 -5.5802 0.09
H 5.5268 1.2145 -1.5038 0.08
H 6.4137 1.2558 -3.0573 0.09
H 7.3420 0.8959 -1.5816 0.10
H 3.0129 0.3366 -1.9596 0.08
H 3.7574 -1.1620 -1.5639 0.07
H 2.2241 -1.1490 -2.4845 0.09
C -2.1711 3.5075 -1.0548 -0.14
O -3.3085 3.1017 -1.7353 -0.25
P -3.2444 2.9680 -3.3913 0.50
O -2.9661 4.2364 -4.1450 -0.25
O -4.5355 2.1419 -3.8528 -0.21
C -5.8589 2.4898 -3.4679 -0.09
O -2.1480 1.7809 -3.5891 -0.21
C -2.2926 0.6039 -2.8318 -0.12
H -1.7020 2.7431 -0.4354 0.08
H -2.5040 4.2507 -0.3303 0.10
H -1.3818 3.8939 -1.6997 0.08
H -6.2438 1.9136 -2.6265 0.08
H -6.4751 2.2780 -4.3417 0.09
H -5.9226 3.5562 -3.2513 0.09
H -2.5735 -0.1798 -3.5355 0.10
H -2.9503 0.6260 -1.9628 0.08
H -1.3730 0.2161 -2.3937 0.08
C -2.8834 -3.6120 2.7517 -0.08
O -2.1556 -2.5775 3.4014 -0.24
P -2.8744 -1.7629 4.5593 0.46
O -4.0445 -0.9397 4.1673 -0.23
O -1.6305 -0.8562 5.1397 -0.23
C -0.4327 -1.4774 5.6364 -0.10
O -3.1068 -2.9282 5.7024 -0.26
C -3.2759 -2.6541 7.0948 -0.08
H -3.7302 -4.0396 3.2886 0.09
H -2.2504 -4.4540 2.4716 0.10
H -3.2826 -3.0627 1.8990 0.09
H -0.4221 -1.2418 6.7006 0.09
H 0.5278 -1.2836 5.1588 0.09
H -0.5560 -2.5604 5.6456 0.08
H -3.4800 -1.5929 7.2368 0.10
H -2.2771 -2.8828 7.4666 0.08
H -3.9862 -3.3712 7.5064 0.09
```

# 3
Computed, not measured: a structure of composition C21H39N2NiO8, with the ωB97M-V functional and the def2-TZVPD basis.

max |F|	4.6	eV/A
E	-3042.6209	Ha
net charge	+1
orbital gap (spin up / spin down)	5.359 / 5.388	eV
HOMO (spin up / spin down)	-11.633 / -11.626	eV
spin multiplicity	3

XYZ file:
```
71
Properties=species:S:1:pos:R:3:mulliken_spin:R:1
C 1.7491 -3.7627 0.3040 0.00
C 0.3491 -3.5771 -0.4769 -0.01
C 0.6732 -2.6218 -1.7597 0.00
O -0.4682 -1.8040 -2.1099 0.01
C -0.1166 -0.4575 -2.4766 0.00
C -1.4921 0.1626 -3.1073 -0.01
C -1.3355 1.6605 -3.6430 0.00
C -1.9925 2.7914 -2.7144 0.00
O -0.9452 3.1708 -1.7453 0.00
C -1.4852 3.9392 -0.6884 0.00
C -0.5110 5.0946 -0.1053 0.00
O -2.6024 3.7754 -0.1527 0.00
C 0.8842 -0.4648 -3.7530 -0.02
O 0.8179 -1.3925 -4.6086 0.11
O 1.8043 0.5472 -4.0587 0.91
N 0.2856 0.4394 -1.3806 0.00
C -0.2726 0.0862 -0.0503 0.00
C -1.8107 0.4554 0.1991 0.00
C -2.6027 -0.9269 0.4897 -0.01
C -2.2145 -1.3332 2.0233 0.04
N -3.3861 -1.3202 2.9486 0.00
C -4.0172 0.0332 3.0675 0.00
C -3.0174 -1.8162 4.2856 0.00
C -1.5357 -2.1145 4.8009 0.00
O -3.9593 -2.0683 5.0939 0.00
O 1.6617 0.4354 -1.1666 0.00
C 2.1529 1.8066 -1.0839 0.00
C 3.7496 1.6796 -0.8998 0.00
O 3.9916 1.0590 0.4041 0.00
C 5.1852 0.2397 0.3655 0.00
C 5.7177 0.1298 1.8978 0.00
H 1.6020 -4.5456 1.1217 0.00
H 2.5307 -4.0487 -0.4737 0.00
H 2.0126 -2.7217 0.7283 0.00
H -0.0505 -4.5781 -0.8818 0.00
H -0.4597 -3.1204 0.1911 0.00
H 0.8184 -3.3647 -2.6344 0.00
H 1.6628 -2.0682 -1.6588 0.00
H -2.3972 -0.0201 -2.4359 0.00
H -1.6770 -0.4919 -4.0426 0.00
H -1.9045 1.7081 -4.6477 0.00
H -0.2723 1.9941 -3.8723 0.00
H -2.1679 3.7049 -3.3789 0.00
H -2.9309 2.3825 -2.2193 0.00
H -1.0831 6.0098 0.2438 0.00
H 0.2685 5.3261 -0.9224 0.00
H 0.0796 4.5737 0.7371 0.00
H -0.1210 -0.9972 0.2752 0.00
H 0.3279 0.7127 0.7128 0.00
H -1.8779 1.0513 1.1859 0.00
H -2.3002 1.1070 -0.5897 0.00
H -2.2140 -1.7994 -0.1475 0.01
H -3.7401 -0.8103 0.4523 0.00
H -1.7028 -2.3769 2.0647 -0.02
H -1.4319 -0.6100 2.4724 0.00
H -4.9020 0.0649 2.3434 0.00
H -4.4608 0.2210 4.1104 0.00
H -3.2437 0.8528 2.8919 0.00
H -1.2817 -3.1984 4.5130 0.00
H -0.7524 -1.3558 4.4761 0.00
H -1.5363 -2.0987 5.9535 0.00
H 1.7831 2.3237 -0.1179 0.00
H 1.8447 2.4503 -1.9706 0.01
H 4.2081 2.7233 -0.9322 0.00
H 4.2308 1.0495 -1.7180 0.00
H 4.9917 -0.8268 -0.0043 0.00
H 5.9732 0.7090 -0.3321 0.00
H 5.2492 1.0323 2.4400 0.00
H 5.2927 -0.8094 2.3887 0.00
H 6.8595 0.1735 1.9161 0.00
Ni -2.4848 -4.1746 1.8629 0.98
```

# 4
Computed, not measured: the molecule C21H39N3, with the ωB97M-V functional and the def2-TZVPD basis.

energy relative to the best compared isomer or geometry (same formula, charge and spin)	17.74	kJ/mol
max |F|	0.6	eV/A
E	-987.8378	Ha
orbital gap	8.921	eV
HOMO	-8.046	eV

XYZ file:
```
63
Properties=species:S:1:pos:R:3:nbo_charge:R:1
C -3.5275 -3.9201 -0.4636 -0.60
C -4.0144 -2.4760 -0.5316 -0.41
C -3.1780 -1.5181 0.3291 -0.42
C -2.1498 -0.6540 -0.4330 -0.09
C -1.1445 -1.4834 -1.2608 -0.21
N -0.1689 -2.2461 -0.5160 -0.67
C 0.9868 -1.5515 0.0250 0.02
C 0.8819 -1.1925 1.5190 -0.24
N 0.2042 0.0764 1.7146 -0.64
C 0.0908 0.4414 3.1111 -0.41
C 2.2528 -2.3987 -0.2517 -0.22
C 2.4579 -2.5312 -1.7580 -0.61
C 2.1616 -3.7808 0.3886 -0.62
N -2.7537 0.3224 -1.3273 -0.66
C -3.2425 1.5581 -0.7361 -0.21
C -2.2819 2.7171 -1.0480 -0.40
C -0.9084 2.4281 -0.4594 -0.39
C 0.1591 3.4909 -0.7399 -0.41
C 1.4531 2.9828 -0.1727 -0.02
C 2.2303 2.0860 -0.8977 -0.18
C 3.3609 1.5161 -0.3404 -0.23
C 3.7317 1.8348 0.9553 -0.23
C 2.9709 2.7329 1.6841 -0.21
C 1.8387 3.2996 1.1239 -0.23
H -2.5005 -4.0058 -0.8084 0.20
H -3.5786 -4.2888 0.5592 0.20
H -4.1517 -4.5593 -1.0854 0.21
H -4.0082 -2.1452 -1.5732 0.19
H -5.0537 -2.4493 -0.1950 0.20
H -2.6526 -2.0871 1.0984 0.20
H -3.8458 -0.8276 0.8515 0.21
H -1.5740 -0.1082 0.3217 0.25
H -1.6871 -2.1819 -1.9047 0.18
H -0.6067 -0.7956 -1.9174 0.20
H -0.6243 -2.7959 0.2019 0.36
H 1.1054 -0.6130 -0.5293 0.19
H 1.8934 -1.1768 1.9632 0.17
H 0.3046 -1.9598 2.0464 0.18
H 0.7268 0.7988 1.2260 0.36
H -0.3773 1.4216 3.1843 0.20
H 1.0598 0.4750 3.6326 0.16
H -0.5446 -0.2870 3.6170 0.19
H 3.1107 -1.8659 0.1741 0.19
H 2.6109 -1.5545 -2.2115 0.20
H 3.3245 -3.1519 -1.9737 0.20
H 1.5775 -2.9850 -2.2038 0.22
H 2.0327 -3.7059 1.4654 0.20
H 3.0703 -4.3460 0.1927 0.21
H 1.3199 -4.3251 -0.0298 0.21
H -3.4649 -0.1205 -1.8946 0.36
H -4.2289 1.8036 -1.1408 0.19
H -3.3429 1.4684 0.3538 0.17
H -2.2029 2.8269 -2.1307 0.20
H -2.6896 3.6433 -0.6368 0.19
H -0.5630 1.4826 -0.8752 0.21
H -1.0059 2.3056 0.6213 0.20
H -0.1202 4.4390 -0.2765 0.21
H 0.2492 3.6451 -1.8168 0.21
H 1.9414 1.8314 -1.9078 0.21
H 3.9517 0.8178 -0.9153 0.22
H 4.6112 1.3867 1.3940 0.21
H 3.2566 2.9890 2.6943 0.21
H 1.2440 3.9939 1.7009 0.21
```

# 5
Computed, not measured: a structure of composition C21H39N6OY, with the ωB97M-V functional and the def2-TZVPD basis.

max |F|	1.9	eV/A
E	-1265.1600	Ha
net charge	+2
orbital gap	7.993	eV
HOMO	-14.132	eV

XYZ file:
```
68
Properties=species:S:1:pos:R:3:nbo_charge:R:1
Y -0.2864 -0.0772 -0.3693 2.05
C 1.5178 1.7276 0.0400 -0.42
C 2.4345 0.9316 0.7186 -0.22
C 1.8503 0.5003 1.9365 -0.24
C 0.5734 1.0344 2.0294 -0.29
C 0.2981 1.7883 0.8322 -0.70
H 1.7448 2.3954 -0.7783 0.26
H 3.4472 0.7238 0.4026 0.25
H 2.3545 -0.0890 2.6890 0.25
H -0.0641 1.0044 2.9021 0.26
H -0.3445 2.6615 0.8215 0.29
C 0.4476 1.5889 -3.3030 -0.06
N 0.1178 0.1615 -2.8901 -0.65
C 1.2196 -0.6921 -3.4908 -0.06
N 1.3272 -0.5305 -4.9123 -0.44
C 1.6185 0.8727 -5.2271 -0.08
N 0.5469 1.7378 -4.7252 -0.44
C -0.7123 1.3492 -5.3626 -0.08
N -1.0286 -0.0512 -5.0554 -0.44
C -1.1503 -0.2026 -3.6358 -0.06
C 0.0608 -0.9019 -5.5472 -0.08
H 1.4055 1.8517 -2.8546 0.22
H -0.3340 2.2503 -2.9166 0.21
H 1.0041 -1.7402 -3.2699 0.20
H 2.1625 -0.4027 -3.0232 0.22
H 1.6990 0.9868 -6.3065 0.23
H 2.5664 1.1619 -4.7705 0.21
H -0.6210 1.4661 -6.4408 0.23
H -1.5186 1.9943 -5.0087 0.21
H -1.4009 -1.2434 -3.4039 0.21
H -1.9467 0.4587 -3.2863 0.21
H 0.1486 -0.7805 -6.6252 0.23
H -0.1703 -1.9462 -5.3281 0.21
C -3.0615 -1.0574 1.1031 -0.26
C -4.5765 -1.0260 1.4566 -0.25
N -5.2249 0.0356 0.7093 -0.39
C -5.0682 -0.1972 -0.7131 -0.25
C -3.5594 -0.1135 -1.0821 -0.25
N -2.7371 0.0477 0.1522 -0.59
C -3.1330 1.3329 0.8065 -0.24
C -4.6666 1.3275 1.0725 -0.25
H -2.7766 -2.0094 0.6463 0.22
H -2.4638 -0.9088 2.0025 0.22
H -4.7212 -0.8477 2.5217 0.23
H -5.0510 -1.9750 1.2097 0.23
H -5.6424 0.5459 -1.2656 0.23
H -5.4761 -1.1775 -0.9575 0.22
H -3.3730 0.7519 -1.7212 0.21
H -3.2403 -1.0187 -1.6076 0.21
H -2.8472 2.1620 0.1561 0.22
H -2.5755 1.4217 1.7397 0.22
H -5.1646 2.1017 0.4898 0.23
H -4.8717 1.5214 2.1248 0.23
C -0.3180 -2.4826 2.7593 -0.63
C 0.6840 -2.8650 1.6990 -0.06
O 0.2492 -2.4243 0.3765 -0.65
C 0.9812 -3.1142 -0.6682 -0.06
C 2.3741 -2.5372 -0.8609 -0.63
H 0.0368 -2.8605 3.7181 0.26
H -1.2865 -2.9384 2.5591 0.22
H -0.4159 -1.4004 2.8440 0.21
H 0.7819 -3.9500 1.6577 0.21
H 1.6610 -2.4285 1.9103 0.20
H 0.3768 -3.0189 -1.5750 0.19
H 1.0311 -4.1736 -0.4193 0.22
H 2.3322 -1.4447 -0.9421 0.19
H 2.8252 -2.9356 -1.7691 0.26
H 3.0255 -2.7903 -0.0265 0.24
```

# 6
Computed, not measured: a cluster of 5 separate species, C21H39NO15S in total, with the ωB97M-V functional and the def2-TZVPD basis.

energy relative to the best compared isomer or geometry (same formula, charge and spin)	0.00	kJ/mol
max |F|	2.1	eV/A
E	-2405.0425	Ha
orbital gap	9.562	eV
HOMO	-8.974	eV

XYZ file:
```
77
Properties=species:S:1:pos:R:3:lowdin_charge:R:1
C 0.9870 -0.0429 -1.9576 0.11
C 0.0508 -0.1774 -2.6841 -0.11
C -1.0594 -0.3227 -3.6146 -0.14
N -2.2594 0.4445 -3.2062 0.02
C -1.9740 1.7829 -2.7133 -0.22
O -1.0751 2.4781 -3.5486 -0.14
C -0.1500 3.2561 -2.8172 -0.10
C -3.1913 0.4034 -4.2495 -0.53
O -3.4599 -0.6332 -4.8123 0.12
O -3.7605 1.5801 -4.6151 -0.06
C -5.1832 1.5643 -4.6100 -0.44
S -5.8249 2.2109 -3.0422 0.90
C -6.7950 0.9009 -2.2347 -0.51
C -6.0078 0.2643 -1.0695 -0.16
H 1.9369 0.1989 -1.5383 0.05
H -0.7462 -0.1251 -4.6375 0.14
H -1.3346 -1.3780 -3.5829 0.13
H -1.6184 1.7091 -1.6848 0.13
H -2.9133 2.3296 -2.6769 0.11
H 0.4062 3.8637 -3.5254 0.09
H -0.6518 3.9246 -2.1123 0.09
H 0.5544 2.6328 -2.2634 0.07
H -5.5925 0.5746 -4.7994 0.09
H -5.5104 2.2181 -5.4100 0.08
H -7.1609 0.1493 -2.9273 0.08
H -7.6501 1.4187 -1.8084 0.05
H -6.6370 0.1707 -0.1872 0.06
H -5.1354 0.8640 -0.8308 0.05
H -5.6644 -0.7303 -1.3489 0.07
C -11.2785 3.7993 -2.8752 -0.04
O -10.8481 2.5910 -2.2441 0.00
C -11.8325 1.8654 -1.7167 -0.63
O -13.0018 2.1420 -1.7344 0.13
O -11.2941 0.7774 -1.1649 0.00
C -12.2433 -0.1005 -0.5554 -0.04
H -10.3826 4.2824 -3.2541 0.09
H -11.9489 3.5822 -3.7043 0.10
H -11.7656 4.4557 -2.1570 0.10
H -12.9531 -0.4702 -1.2926 0.10
H -12.7698 0.4041 0.2522 0.10
H -11.6764 -0.9339 -0.1511 0.09
C 1.0458 -3.1017 -0.2025 -0.04
O 2.4108 -2.7035 -0.0418 0.00
C 3.0060 -3.2064 1.0372 -0.62
O 2.5056 -3.9365 1.8487 0.13
O 4.2634 -2.7547 1.0624 -0.03
C 5.0317 -3.2179 2.1797 -0.03
H 0.6857 -2.6237 -1.1074 0.07
H 0.9681 -4.1820 -0.3090 0.10
H 0.4460 -2.7631 0.6401 0.10
H 5.1142 -4.3025 2.1634 0.10
H 4.5863 -2.8866 3.1156 0.10
H 6.0211 -2.7797 2.0783 0.09
C 9.5752 2.0050 2.8523 -0.03
O 8.4842 1.0817 2.8190 -0.04
C 7.8529 1.0134 1.6435 -0.62
O 8.1240 1.6452 0.6592 0.14
O 6.8752 0.1190 1.7636 0.00
C 6.0956 -0.0827 0.5789 -0.02
H 9.9899 1.9553 3.8556 0.09
H 10.3403 1.7216 2.1329 0.10
H 9.2277 3.0171 2.6554 0.10
H 6.7202 -0.4509 -0.2329 0.11
H 5.6013 0.8405 0.2816 0.10
H 5.3516 -0.8320 0.8307 0.07
C 8.0903 -4.5513 6.5614 -0.04
O 7.6037 -3.2243 6.7658 0.00
C 8.2544 -2.2898 6.0702 -0.63
O 9.1753 -2.4865 5.3212 0.12
O 7.7081 -1.1107 6.3477 0.01
C 8.3119 -0.0071 5.6598 -0.03
H 7.4788 -5.2021 7.1795 0.09
H 7.9869 -4.8429 5.5178 0.10
H 9.1305 -4.6318 6.8711 0.10
H 8.2153 -0.1259 4.5919 0.07
H 9.3602 0.0867 5.9428 0.10
H 7.7768 0.8857 5.9725 0.10
```